1.
Here is a cluster of 9 separate species, C42H102F4N15O17P5 in total from OMol25. Energies are from wB97M-V/def2-TZVPD.

## Properties
Energy relative to the best compared isomer or geometry (same formula, charge and spin)   0.0000 eV
Spin multiplicity   2
Frontier orbital gap (spin up / spin down)   7.10 / 2.01 eV
⟨S²⟩   0.76
Total charge   +1

Positions of all 185 atoms, in Å:
C (-4.5209, -1.8308, 0.2750)
C (-4.8329, -0.2839, 0.5245)
O (-4.4524, -0.1910, 1.9298)
C (-4.7889, -1.3495, 2.4692)
O (-4.6632, -1.6357, 3.6579)
O (-4.9272, -2.3109, 1.4933)
F (-6.1044, -0.0079, 0.2373)
H (-3.4357, -1.9304, 0.2526)
H (-4.8829, -2.3838, -0.5917)
H (-4.1425, 0.3140, -0.0706)
C (3.3513, 3.7102, -0.9660)
C (3.3931, 3.4199, 0.5406)
O (2.0838, 3.1498, 0.7167)
C (1.2628, 3.7832, -0.1692)
O (0.0380, 3.7730, -0.0920)
O (1.9896, 4.0316, -1.2580)
F (3.8751, 4.3971, 1.2496)
H (3.7283, 2.8275, -1.4825)
H (3.9409, 4.5650, -1.2972)
H (4.0117, 2.5466, 0.7476)
C (1.1604, -0.6080, -0.0468)
C (-0.0171, -1.3017, -0.7757)
O (-1.1498, -0.6973, -0.1239)
C (-0.7460, 0.4749, 0.3871)
O (-1.6070, 1.2788, 0.7293)
O (0.6334, 0.5771, 0.3241)
F (0.0275, -2.6075, -0.4668)
H (1.9483, -0.4871, -0.7902)
H (1.4909, -1.0663, 0.8853)
H (-0.0732, -1.0831, -1.8421)
C (-2.8452, 3.8151, -1.4837)
C (-3.1429, 5.1928, -0.9219)
O (-4.4804, 5.4125, -1.3852)
C (-5.0993, 4.2587, -1.4931)
O (-6.2431, 4.1478, -1.9157)
O (-4.1477, 3.1866, -1.4677)
F (-2.3315, 6.0872, -1.3588)
H (-2.1051, 3.2411, -0.9261)
H (-2.3249, 3.7105, -2.4358)
H (-3.1704, 5.1267, 0.1657)
O (0.8336, -2.7042, -6.4288)
P (-0.0040, -3.9199, -6.6805)
N (0.9895, -5.1049, -7.1886)
C (1.8433, -4.9054, -8.3421)
C (1.4778, -5.9793, -6.1268)
N (-1.2766, -3.7539, -7.9180)
C (-1.7021, -4.7795, -8.8492)
C (-1.6649, -2.3027, -8.0771)
N (-0.8422, -4.4873, -5.3542)
C (-0.3192, -4.2551, -3.9765)
C (-1.8227, -5.5148, -5.5171)
H (2.9271, -4.8460, -8.2416)
H (1.5093, -4.2068, -9.1093)
H (1.7409, -5.8390, -8.8952)
H (1.3692, -7.0101, -6.4642)
H (0.9370, -6.0771, -5.1855)
H (2.5414, -5.8745, -5.9125)
H (-1.4234, -5.8124, -8.6405)
H (-2.7629, -4.6431, -9.0596)
H (-1.1519, -4.4953, -9.7462)
H (-1.5330, -1.6806, -7.1918)
H (-0.9821, -1.7683, -8.7375)
H (-2.6830, -2.3412, -8.4645)
H (0.0076, -3.2158, -3.9413)
H (-1.0830, -4.3802, -3.2090)
H (0.5342, -4.8903, -3.7393)
H (-1.2935, -6.4540, -5.3565)
H (-2.2572, -5.4885, -6.5164)
H (-2.6158, -5.5648, -4.7710)
O (1.9677, -3.3928, 1.4939)
P (1.4529, -4.3066, 2.5932)
N (0.3619, -3.5288, 3.5948)
C (0.0007, -2.1394, 3.5416)
C (-0.4649, -4.2913, 4.5936)
N (2.6441, -4.8816, 3.6091)
C (3.0800, -4.1394, 4.7242)
C (3.4390, -6.1566, 3.3345)
N (0.6243, -5.6628, 2.0213)
C (0.2986, -5.6895, 0.5384)
C (-0.0468, -6.7246, 2.7727)
H (0.9340, -1.6874, 3.2058)
H (-0.3327, -1.7402, 4.4995)
H (-0.7682, -1.8569, 2.8225)
H (-1.4133, -4.5458, 4.1206)
H (-0.7383, -3.7053, 5.4711)
H (0.0768, -5.1565, 4.9760)
H (2.3721, -4.3625, 5.5225)
H (4.1250, -4.3845, 4.9140)
H (3.2034, -3.1334, 4.3231)
H (4.4700, -6.1774, 3.6877)
H (2.8750, -6.9663, 3.7974)
H (3.4417, -6.3708, 2.2657)
H (-0.1470, -4.7902, 0.1130)
H (1.1839, -5.7883, -0.0897)
H (-0.4933, -6.3818, 0.2527)
H (-0.5351, -7.4414, 2.1123)
H (-0.9473, -6.3074, 3.2234)
H (0.6668, -7.3207, 3.3415)
O (-4.0326, 6.0364, 4.0310)
P (-4.5366, 4.6596, 3.8983)
N (-5.5229, 4.3078, 2.4592)
C (-6.5479, 5.2556, 2.0323)
C (-5.6817, 2.8701, 2.1371)
N (-5.5555, 4.0459, 5.1788)
C (-4.8350, 3.9361, 6.4890)
C (-6.9810, 4.2987, 5.2827)
N (-3.2857, 3.4119, 3.6967)
C (-3.5282, 2.0713, 4.0865)
C (-1.9399, 3.8529, 3.6505)
H (-6.4829, 6.1446, 2.6596)
H (-7.5238, 4.8079, 2.2202)
H (-6.4032, 5.3444, 0.9556)
H (-4.7326, 2.4262, 1.8364)
H (-6.3875, 2.8094, 1.3088)
H (-6.2878, 2.3595, 2.8854)
H (-5.0888, 4.7797, 7.1308)
H (-5.1010, 2.9895, 6.9595)
H (-3.7568, 3.8337, 6.3657)
H (-7.1212, 5.3698, 5.4284)
H (-7.5989, 3.8798, 4.4885)
H (-7.2572, 3.6166, 6.0867)
H (-3.0635, 1.4525, 3.3189)
H (-2.9266, 1.9830, 4.9911)
H (-4.5796, 1.8055, 4.1963)
H (-1.1508, 3.1103, 3.7691)
H (-1.6197, 4.6102, 4.3662)
H (-1.7609, 4.2252, 2.6418)
O (3.2690, 1.0087, -3.8853)
P (2.6451, 1.9076, -4.9103)
N (2.9341, 1.4941, -6.6159)
C (2.1563, 0.3499, -7.2326)
C (4.1682, 1.6542, -7.2899)
N (3.0872, 3.5945, -4.8198)
C (2.4405, 4.6478, -5.5674)
C (4.4102, 4.0292, -4.2617)
N (0.9764, 2.0352, -4.6447)
C (0.3193, 1.6092, -3.3461)
C (0.0139, 2.6418, -5.6783)
H (2.8193, -0.5143, -7.2738)
H (2.0023, 0.3664, -8.3116)
H (1.2206, 0.1982, -6.6946)
H (4.6427, 2.6311, -7.1962)
H (4.0158, 1.4547, -8.3506)
H (4.8692, 0.9401, -6.8578)
H (1.7780, 5.1450, -4.8589)
H (3.1120, 5.4554, -5.8590)
H (1.8789, 4.3251, -6.4441)
H (4.7339, 3.3337, -3.4873)
H (5.0878, 4.2081, -5.0965)
H (4.2393, 4.9663, -3.7319)
H (0.0949, 0.5427, -3.3258)
H (1.0129, 1.8240, -2.5332)
H (-0.6192, 2.1545, -3.2460)
H (-0.8934, 2.0382, -5.7038)
H (0.4720, 2.4155, -6.6412)
H (-0.3296, 3.6495, -5.4446)
O (5.1186, -0.9186, 5.4236)
P (4.2729, 0.2405, 5.5224)
N (2.9723, 0.1349, 6.7947)
C (2.2580, -1.1900, 6.8714)
C (2.3245, 1.3134, 7.4068)
N (3.3950, 0.4156, 4.0308)
C (2.0402, 0.9837, 3.8581)
C (4.2453, 0.2522, 2.8626)
N (5.0331, 1.7398, 5.6769)
C (6.4121, 1.9866, 6.1073)
C (4.1629, 2.9350, 5.4223)
H (2.8683, -1.7411, 7.5869)
H (2.2015, -1.6534, 5.8864)
H (1.3498, -1.1796, 7.4740)
H (3.0259, 1.8101, 8.0772)
H (1.5682, 0.9377, 8.0960)
H (1.6752, 1.9009, 6.7577)
H (1.7009, 0.5800, 2.9042)
H (1.2875, 0.6039, 4.5490)
H (2.1032, 2.0711, 3.8974)
H (4.8487, 1.1540, 2.7588)
H (4.8444, -0.6417, 3.0364)
H (3.6054, 0.1232, 1.9897)
H (6.9020, 2.6955, 5.4397)
H (6.3857, 2.4278, 7.1036)
H (6.9769, 1.0547, 6.1338)
H (4.5487, 3.7722, 6.0040)
H (3.1489, 2.7524, 5.7783)
H (4.1317, 3.1105, 4.3470)

---

2.
Here is a structure of composition C42H105CrLiN7O4P from OMol25. Energies are from wB97M-V/def2-TZVPD.

## Properties
Energy relative to the best compared isomer or geometry (same formula, charge and spin)   0.0000 eV
Spin multiplicity   4
Frontier orbital gap (spin up / spin down)   5.65 / 6.46 eV
⟨S²⟩   3.82
Total charge   +1

Positions of all 161 atoms, in Å:
Cr (-0.5513, 0.4005, -3.1606)
Li (-0.5285, 2.5388, 0.1073)
P (0.3501, 0.4738, -0.9770)
O (-0.5310, -0.7063, -1.5457)
O (-0.7694, 1.4481, -1.5178)
O (1.1232, 0.7313, -2.2986)
O (0.5870, 1.0061, 0.4099)
C (4.7636, 0.4851, -1.8156)
C (4.1123, 0.0049, -0.5226)
N (4.8413, -1.0664, 0.1463)
C (3.9181, -1.8145, 1.0101)
C (2.9514, -2.7116, 0.2722)
C (5.9980, -0.5421, 0.8492)
C (7.0245, -1.5885, 1.2623)
H (4.1886, 1.3142, -2.2301)
H (4.7217, -0.3312, -2.5384)
H (5.8013, 0.7616, -1.6360)
H (3.9353, 0.8926, 0.1067)
H (3.1500, -0.3916, -0.8551)
H (4.5562, -2.3692, 1.7014)
H (3.3537, -1.1221, 1.6526)
H (2.1177, -2.1907, -0.2109)
H (3.4442, -3.3432, -0.4663)
H (2.4292, -3.3177, 1.0190)
H (5.6554, 0.0397, 1.7243)
H (6.5101, 0.2075, 0.2450)
H (7.3923, -2.1308, 0.3925)
H (6.6466, -2.3238, 1.9751)
H (7.8410, -1.0859, 1.7822)
C (2.5359, 0.2185, -4.7979)
C (1.4311, -0.6542, -5.3456)
N (0.4928, -1.2477, -4.3331)
C (-0.3758, -2.1500, -5.1379)
C (-1.2346, -1.4436, -6.1774)
C (1.3124, -2.1142, -3.4537)
C (0.6741, -3.3247, -2.7819)
H (3.1304, -0.2456, -4.0196)
H (2.2013, 1.2097, -4.4880)
H (3.2448, 0.4643, -5.5949)
H (0.8261, -0.0687, -6.0421)
H (1.8760, -1.4544, -5.9448)
H (0.2153, -2.9357, -5.6160)
H (-1.0695, -2.6816, -4.4911)
H (-0.6818, -1.3348, -7.1173)
H (-2.0590, -2.0933, -6.4669)
H (-1.5150, -0.4237, -5.9093)
H (1.7540, -1.5428, -2.6400)
H (2.1748, -2.5351, -3.9841)
H (0.4278, -4.1518, -3.4478)
H (-0.1637, -3.0501, -2.1372)
H (1.3848, -3.7437, -2.0660)
C (3.7509, -2.4684, 6.7029)
C (3.5976, -1.5491, 5.5020)
N (2.3738, -0.7427, 5.6389)
C (2.5365, 0.3957, 6.5446)
C (1.1897, 1.0162, 6.8872)
C (1.8447, -0.3504, 4.3497)
C (2.6468, 0.6517, 3.4967)
H (3.8381, -1.9457, 7.6568)
H (4.6869, -3.0310, 6.6339)
H (2.9164, -3.1637, 6.7801)
H (4.4293, -0.8309, 5.4684)
H (3.5442, -2.1561, 4.6009)
H (3.1204, 1.1925, 6.0576)
H (3.0589, 0.0831, 7.4457)
H (0.5752, 0.3168, 7.4558)
H (0.6507, 1.3589, 6.0065)
H (1.3200, 1.8941, 7.5255)
H (1.7463, -1.2764, 3.7630)
H (0.7752, -0.1208, 4.3174)
H (2.3216, 0.6823, 2.4567)
H (2.5160, 1.6678, 3.8839)
H (3.7227, 0.4694, 3.5250)
C (-4.0414, 1.1046, -5.6393)
C (-3.8659, -0.0289, -4.6279)
N (-3.0331, 0.2802, -3.4394)
C (-3.3826, -0.7309, -2.3950)
C (-3.0259, -2.1624, -2.7949)
C (-3.4050, 1.6092, -2.8625)
C (-4.8659, 1.7960, -2.4643)
H (-4.6056, 0.7033, -6.4806)
H (-3.0706, 1.4572, -5.9863)
H (-4.6697, 1.8858, -5.2117)
H (-4.8595, -0.3748, -4.3352)
H (-3.3705, -0.8360, -5.1612)
H (-2.7782, -0.5432, -1.5089)
H (-4.4325, -0.6424, -2.1161)
H (-3.4126, -2.8921, -2.0809)
H (-3.4851, -2.5001, -3.7250)
H (-1.9419, -2.2377, -2.7898)
H (-3.0955, 2.4027, -3.5476)
H (-2.7916, 1.7720, -1.9776)
H (-5.0542, 1.4058, -1.4607)
H (-5.5783, 1.2250, -3.0614)
H (-5.1230, 2.8536, -2.4606)
C (-0.9328, -2.5320, 1.3898)
C (-1.6908, -3.5508, 0.5397)
N (-2.5532, -4.4009, 1.3230)
C (-3.3066, -5.2533, 0.3978)
C (-4.5343, -5.9403, 0.9973)
C (-1.8568, -5.2362, 2.3224)
C (-0.7881, -6.1876, 1.7729)
H (-1.6384, -1.9043, 1.9385)
H (-0.3386, -1.8743, 0.7527)
H (-0.2393, -2.9812, 2.1017)
H (-2.2400, -2.9712, -0.2071)
H (-0.9488, -4.0730, -0.0909)
H (-3.6818, -4.5944, -0.3930)
H (-2.6739, -5.9801, -0.1273)
H (-5.4484, -5.3534, 0.9217)
H (-4.6905, -6.8961, 0.4865)
H (-4.4882, -6.2746, 2.0360)
H (-2.5703, -5.7457, 2.9657)
H (-1.4331, -4.5025, 3.0158)
H (-0.1414, -5.6870, 1.0507)
H (-1.2470, -7.0289, 1.2503)
H (-0.1416, -6.6473, 2.5199)
C (2.2884, 3.6643, 1.2842)
C (1.7921, 3.8956, -0.1501)
N (0.3926, 4.3705, -0.2773)
C (0.0599, 5.5267, 0.5449)
C (0.9522, 6.7657, 0.2820)
C (0.1546, 4.5679, -1.7161)
C (-1.2755, 4.9476, -2.0969)
H (3.0097, 2.8544, 1.2278)
H (1.4146, 3.3634, 1.8634)
H (2.6980, 4.5505, 1.7648)
H (2.4288, 4.5593, -0.7490)
H (1.8165, 2.9398, -0.6761)
H (-0.9863, 5.7674, 0.3868)
H (0.2212, 5.3223, 1.6055)
H (0.6875, 7.5890, 0.9454)
H (1.9893, 6.5219, 0.5117)
H (0.8589, 7.1080, -0.7480)
H (0.3898, 3.6250, -2.2086)
H (0.8296, 5.3254, -2.1329)
H (-1.9350, 4.1271, -1.7941)
H (-1.3905, 5.0659, -3.1745)
H (-1.6747, 5.8485, -1.6325)
C (-0.9380, 1.9065, 3.1823)
C (-2.1101, 2.7427, 2.7094)
N (-2.5163, 2.4820, 1.3125)
C (-3.7507, 3.2621, 1.0729)
C (-3.5158, 4.7467, 0.9082)
C (-2.7608, 1.0414, 1.0245)
C (-3.7903, 0.3799, 1.9545)
H (-0.5263, 2.2797, 4.1213)
H (-0.0956, 1.9894, 2.4887)
H (-1.1399, 0.8403, 3.2811)
H (-2.9383, 2.6024, 3.4157)
H (-1.8470, 3.7993, 2.7547)
H (-4.5002, 3.0388, 1.8378)
H (-4.1789, 2.9233, 0.1259)
H (-2.9169, 4.9200, 0.0168)
H (-2.9956, 5.2511, 1.7264)
H (-4.4333, 5.3329, 0.8258)
H (-3.1537, 1.0064, 0.0121)
H (-1.8000, 0.5408, 1.1265)
H (-3.9054, -0.6900, 1.7736)
H (-3.4369, 0.4744, 2.9822)
H (-4.7758, 0.8332, 1.8619)

---

3.
Here is a cluster of 7 separate species, C42H105N7 in total from OMol25. Energies are from wB97M-V/def2-TZVPD.

## Properties
Energy relative to the best compared isomer or geometry (same formula, charge and spin)   0.8626 eV
Spin multiplicity   2
Frontier orbital gap (spin up / spin down)   1.43 / 8.31 eV
⟨S²⟩   0.75
Total charge   -1

Positions of all 154 atoms, in Å:
C (5.6674, 0.6609, -4.9651)
C (4.3336, 0.4464, -4.1412)
N (4.1345, 1.5142, -3.1546)
C (3.8869, 2.8447, -3.7819)
C (3.8938, 4.0273, -2.8034)
C (3.3057, 1.1134, -2.0427)
C (1.8205, 0.6509, -2.4812)
H (5.6852, -0.1253, -5.7199)
H (6.5009, 0.5061, -4.2800)
H (5.7837, 1.6275, -5.4552)
H (3.5672, 0.4922, -4.9150)
H (4.2900, -0.5612, -3.7278)
H (4.6461, 3.1818, -4.4876)
H (2.9404, 2.7757, -4.3181)
H (4.6809, 4.0938, -2.0524)
H (3.7775, 4.9318, -3.4003)
H (3.0040, 3.9335, -2.1808)
H (3.2419, 1.8699, -1.2605)
H (3.6754, 0.1881, -1.6009)
H (1.4691, -0.1035, -1.7772)
H (1.8757, 0.2270, -3.4838)
H (1.1158, 1.4801, -2.4186)
C (0.7966, -7.1325, -0.8025)
C (1.4062, -6.8734, 0.6505)
N (1.3193, -5.4705, 0.9996)
C (-0.1558, -5.1024, 1.2203)
C (-0.1743, -3.5692, 1.1828)
C (2.1814, -5.1701, 2.1878)
C (3.6582, -4.9894, 1.7545)
H (0.7273, -8.2160, -0.8988)
H (1.4474, -6.7617, -1.5944)
H (-0.2150, -6.7616, -0.9676)
H (0.8739, -7.4197, 1.4292)
H (2.4064, -7.3061, 0.6306)
H (-0.8052, -5.4658, 0.4239)
H (-0.5392, -5.5380, 2.1431)
H (0.3944, -3.1411, 0.3573)
H (-1.1967, -3.2571, 0.9699)
H (0.0979, -3.0582, 2.1063)
H (1.9607, -5.9318, 2.9356)
H (1.9383, -4.2075, 2.6377)
H (4.3625, -4.8716, 2.5781)
H (3.8478, -4.1323, 1.1083)
H (4.0660, -5.8568, 1.2355)
C (4.8631, 2.1876, 3.9325)
C (4.9572, 1.4577, 2.5711)
N (5.9758, 0.3486, 2.5435)
C (5.7386, -0.5057, 1.3852)
C (6.6058, -1.7974, 1.2944)
C (7.4116, 0.8483, 2.7765)
C (7.7837, 1.5960, 1.4800)
H (5.6785, 2.9099, 3.9711)
H (4.8791, 1.5086, 4.7850)
H (4.0227, 2.8768, 4.0152)
H (3.9751, 1.1136, 2.2468)
H (5.1737, 2.1346, 1.7447)
H (4.6869, -0.7826, 1.3129)
H (5.6462, 0.0997, 0.4835)
H (7.6467, -1.5117, 1.1428)
H (6.4906, -2.3076, 2.2508)
H (6.3440, -2.4258, 0.4432)
H (8.0732, 0.0322, 3.0669)
H (7.4871, 1.4639, 3.6728)
H (7.1486, 2.4450, 1.2271)
H (7.9992, 0.9934, 0.5976)
H (8.6926, 2.1550, 1.7030)
C (-2.1240, -3.7832, -2.8407)
C (-2.8335, -2.7197, -3.5812)
N (-2.5690, -1.3739, -3.2075)
C (-1.2134, -0.9933, -3.5953)
C (-1.2246, 0.4716, -4.0186)
C (-2.9782, -0.8172, -1.8842)
C (-4.5012, -0.8287, -1.7874)
H (-2.2396, -4.6909, -3.4330)
H (-2.4880, -4.1235, -1.8713)
H (-1.0869, -3.4707, -2.7186)
H (-2.6445, -2.8475, -4.6471)
H (-3.9127, -2.8668, -3.6227)
H (-0.8267, -1.5926, -4.4196)
H (-0.5814, -1.1164, -2.7158)
H (-1.2346, 1.1708, -3.1825)
H (-1.9998, 0.6461, -4.7647)
H (-0.2860, 0.6213, -4.5523)
H (-2.5196, -1.3176, -1.0313)
H (-2.4997, 0.1430, -1.6919)
H (-4.7671, -1.8136, -1.4035)
H (-4.9637, -0.0393, -1.1948)
H (-4.8801, -0.7465, -2.8061)
C (0.4426, 5.4660, -2.2420)
C (-0.7247, 6.0097, -3.1070)
N (-0.4032, 5.6150, -4.5381)
C (-0.7837, 4.2758, -4.8812)
C (-0.0268, 3.7294, -6.0855)
C (-1.1532, 6.5165, -5.4359)
C (-0.5204, 7.9036, -5.5749)
H (0.8505, 4.4795, -2.4622)
H (0.1223, 5.2258, -1.2281)
H (1.2065, 6.2435, -2.2500)
H (-1.6497, 5.5954, -2.7060)
H (-0.8057, 7.0917, -3.0027)
H (-0.4152, 3.5732, -4.1337)
H (-1.8654, 4.1421, -4.8876)
H (-0.2531, 4.3501, -6.9526)
H (1.0099, 3.7037, -5.7499)
H (-0.2615, 2.6943, -6.3336)
H (-2.2008, 6.6483, -5.1653)
H (-1.2161, 6.1124, -6.4463)
H (0.4428, 7.9155, -6.0849)
H (-0.2363, 8.3252, -4.6107)
H (-1.1465, 8.6552, -6.0559)
C (1.1116, 0.4494, 3.2414)
C (-0.4216, 0.9393, 3.1022)
N (-1.0714, 0.5276, 1.8220)
C (-0.4327, 1.0940, 0.6008)
C (-0.6696, 2.6492, 0.4788)
C (-2.4984, 0.7774, 1.7999)
C (-3.3104, -0.1860, 2.5552)
H (1.4512, 0.5366, 4.2735)
H (1.7573, 1.0389, 2.5905)
H (1.2767, -0.5853, 2.9411)
H (-1.0242, 0.5719, 3.9329)
H (-0.5095, 2.0250, 3.1418)
H (0.6420, 0.9334, 0.6869)
H (-0.7910, 0.4207, -0.1778)
H (-0.3479, 3.2173, 1.3516)
H (-0.2681, 3.0229, -0.4632)
H (-1.7025, 2.9146, 0.2532)
H (-2.7548, 0.6935, 0.7438)
H (-2.7428, 1.7592, 2.2054)
H (-4.3648, 0.0785, 2.6357)
H (-2.9412, -0.1493, 3.5802)
H (-3.2909, -1.2088, 2.1788)
C (-7.8811, -3.7376, 6.9025)
C (-7.2349, -3.2146, 5.6880)
N (-7.4854, -1.7577, 5.4748)
C (-6.9010, -0.6823, 6.3553)
C (-6.8749, -0.9586, 7.8717)
C (-7.1043, -1.3800, 4.1556)
C (-7.9997, -2.0576, 3.0588)
H (-8.1622, -4.7888, 6.9668)
H (-8.8721, -3.2916, 6.9856)
H (-7.3481, -3.5463, 7.8338)
H (-6.1837, -3.4978, 5.6349)
H (-7.5918, -3.7011, 4.7802)
H (-5.9518, -0.4068, 5.8957)
H (-7.5332, 0.2027, 6.4267)
H (-7.8759, -1.3229, 8.1025)
H (-6.1094, -1.6813, 8.1544)
H (-6.7956, 0.0013, 8.3821)
H (-6.0567, -1.4863, 3.8740)
H (-7.3760, -0.3369, 3.9936)
H (-7.6834, -3.0302, 2.6817)
H (-8.0971, -1.3759, 2.2139)
H (-8.9912, -2.0353, 3.5111)